An isolated molecule of C2H2ClF in a non-equilibrium geometry, computed with ωB97M-V/def2-TZVPD.

Element x y z (Å)
F -1.80105 -0.17207 -0.03064
C -0.55436 0.43960 0.00617
C 0.40823 -0.43371 0.10497
Cl 2.02339 -0.00339 -0.02040
H -0.30363 1.48817 0.04617
H 0.22742 -1.31860 -0.10627

Force components x, y, z for each atom (eV/Å):
F 0.751 1.886 -0.098
C -0.638 -1.289 0.744
C 1.346 6.971 0.350
Cl 1.490 0.474 0.256
H -1.363 0.435 -0.094
H -1.585 -8.476 -1.158

Values from the calculation:
multiplicity: 1
SMILES: F/C=C/Cl
LUMO level: 1.04 eV
Kohn-Sham gap: 10.8 eV
HOMO level: -9.77 eV

***

An isolated molecule of C3H5F2N in a non-equilibrium geometry, computed with ωB97M-V/def2-TZVPD.

Element x y z (Å)
N 0.53411 -1.62334 -0.77474
C 0.15205 -0.79996 0.34844
C 0.23292 0.63086 0.23961
C -0.82112 1.47171 0.20821
F -2.10842 1.10510 0.11842
F -0.64698 2.78711 0.25216
H 0.05542 -1.13305 -1.58346
H 1.53499 -1.54902 -0.84427
H -0.91469 -1.13507 0.71101
H 0.88528 -1.03199 1.08345
H 1.09644 1.27765 0.24116

Force components x, y, z for each atom (eV/Å):
N -1.458 1.110 -1.673
C -1.777 -2.071 1.387
C -2.270 3.800 -0.481
C 0.862 -1.551 -0.167
F 0.825 0.731 0.239
F -0.773 -0.247 -0.146
H 1.281 -1.217 0.663
H 0.272 0.012 -0.693
H 2.038 0.729 -0.521
H 0.183 -0.614 1.284
H 0.816 -0.682 0.105

Values from the calculation:
multiplicity: 1
SMILES: NCC=C(F)F
LUMO level: 0.87 eV
Kohn-Sham gap: 10.3 eV
HOMO level: -9.46 eV

***

An isolated molecule of C8H8BrNO3 in a non-equilibrium geometry, computed with ωB97M-V/def2-TZVPD.

Element x y z (Å)
C -1.27539 -0.68394 1.94120
O -1.43400 0.65026 2.06671
C -0.10982 1.43066 1.56291
Br -0.66411 3.24586 1.68274
C 0.33915 1.01245 0.31043
C 1.42541 0.18046 0.11376
C 1.85110 -0.17121 -1.15148
C 1.03448 0.12578 -2.23325
C -0.12492 0.91451 -2.07290
C -0.44800 1.40596 -0.80103
N 0.81849 1.19156 2.71126
O 1.19392 2.15849 3.32258
O 1.28148 0.10835 3.07766
H -0.73506 -1.40200 2.73189
H -0.97586 -0.97592 0.96251
H -2.40580 -1.00357 2.05244
H 2.18137 -0.02136 0.87428
H 2.67735 -0.72738 -1.43354
H 1.34474 -0.12257 -3.26863
H -0.62622 1.17137 -2.95867
H -1.39004 1.81091 -0.47468

Force components x, y, z for each atom (eV/Å):
C -3.151 -4.564 1.815
O 3.576 3.429 -0.474
C -3.875 -0.555 4.101
Br -0.328 0.299 -0.305
C 0.549 -0.960 -3.544
C 2.284 0.450 0.408
C -2.687 0.451 -1.254
C -0.328 1.104 -0.607
C 1.340 -0.192 1.490
C 0.275 -1.897 0.172
N 2.982 -0.323 2.654
O -0.346 1.430 -0.055
O -1.633 -0.628 -1.914
H -0.629 2.320 -1.312
H 0.412 -0.361 -0.880
H 2.028 0.025 -0.367
H -0.768 -0.095 0.348
H 1.836 -0.984 0.467
H -0.248 -0.049 0.854
H -1.068 0.366 -0.747
H -0.221 0.731 -0.849

Values from the calculation:
multiplicity: 1
SMILES: CO[C@](Br)(c1ccccc1)[N+](=O)[O-]
LUMO level: -0.37 eV
Kohn-Sham gap: 9.6 eV
HOMO level: -9.96 eV

***

A structure of composition C20H20AuBClF2N5S2, computed with ωB97M-V/def2-TZVPD.

Element x y z (Å)
Au -0.28712 -0.35839 0.07110
C -2.53600 3.29013 1.19746
N -1.24597 2.92241 1.76353
C -0.93379 2.99216 3.09748
C 0.38323 2.69741 3.19956
N 0.87461 2.45058 1.94308
B 2.41934 2.24103 1.67292
N 2.85712 0.77132 2.04451
C 3.49434 0.45151 3.22403
C 3.84889 -0.85073 3.18174
N 3.40593 -1.33222 1.96474
C 3.65151 -2.67107 1.45566
C 2.79831 -0.33260 1.27604
S 2.19791 -0.45632 -0.32986
C -0.14024 2.56957 1.05591
S -0.10199 2.31712 -0.63618
H -3.28466 3.20333 1.98190
H -2.77931 2.62017 0.38065
H -2.50542 4.31340 0.82592
H -1.66168 3.25943 3.84316
H 1.01978 2.66910 4.06619
H 2.99212 2.94615 2.47654
H 2.66998 2.48176 0.52948
H 3.66317 1.19344 3.98385
H 4.37348 -1.47044 3.88742
H 3.75760 -3.34865 2.29978
H 4.55572 -2.69524 0.84940
H 2.81331 -2.97370 0.83513
F -5.29199 0.63162 -1.66076
C -4.50504 0.38193 -0.59770
C -3.14132 0.27846 -0.77246
C -2.33274 0.01552 0.32742
C -2.89560 -0.12301 1.60945
C -4.28073 -0.00491 1.70725
F -4.90199 -0.15370 2.90291
C -5.10898 0.24546 0.63505
C -2.00747 -0.39219 2.77715
C -2.40206 -0.32185 4.11553
C -1.48238 -0.59403 5.11188
C -0.18176 -0.93237 4.77651
C 0.14161 -0.96419 3.43292
N -0.73852 -0.69926 2.47322
H -2.72624 0.41725 -1.76202
H -6.17909 0.31816 0.76166
H -3.41279 -0.05663 4.37307
H -1.78731 -0.54107 6.14961
H 0.56484 -1.16041 5.52478
H 1.14365 -1.20668 3.10898
Cl -1.71300 -3.25548 -0.60508
C -0.10327 -2.61958 -0.43298
H 0.46128 -2.67362 -1.35426
H 0.38524 -3.02366 0.44601

Force components x, y, z for each atom (eV/Å):
Au -0.008 0.775 0.211
C 0.097 -0.055 0.077
N -0.175 -0.019 -0.154
C 0.024 0.024 0.013
C 0.005 0.000 -0.028
N 0.095 -0.143 -0.128
B -0.050 0.032 0.075
N -0.176 0.056 0.029
C -0.034 0.038 -0.103
C -0.034 -0.036 -0.053
N 0.030 -0.206 -0.089
C -0.054 0.084 0.064
C 0.242 0.239 0.065
S -0.120 -0.128 0.178
C 0.152 0.156 0.304
S -0.075 -0.173 -0.029
H -0.022 0.001 -0.020
H 0.006 -0.042 -0.046
H 0.002 0.014 0.005
H -0.001 -0.007 -0.024
H -0.003 -0.004 -0.018
H -0.041 -0.020 -0.088
H -0.013 -0.054 0.049
H -0.008 -0.004 -0.017
H -0.014 -0.004 -0.026
H -0.001 -0.017 -0.005
H 0.018 0.020 -0.004
H -0.020 -0.009 -0.016
F 0.018 0.002 -0.009
C -0.068 0.025 -0.057
C 0.031 -0.011 0.052
C 0.140 0.000 -0.050
C 0.115 -0.003 0.111
C -0.055 -0.012 0.051
F -0.020 0.007 -0.008
C 0.028 -0.008 0.025
C -0.028 0.045 -0.186
C 0.000 0.022 0.015
C -0.018 0.004 0.038
C 0.019 0.020 -0.006
C -0.125 0.100 0.000
N 0.017 -0.232 -0.009
H 0.002 -0.012 0.010
H 0.009 0.001 -0.002
H 0.012 -0.002 0.017
H 0.007 -0.004 -0.007
H -0.012 0.009 -0.003
H 0.080 -0.033 -0.037
Cl 0.127 0.093 0.022
C -0.077 -0.708 -0.211
H -0.022 0.070 -0.002
H 0.001 0.111 0.026

Values from the calculation:
multiplicity: 3
LUMO level (alpha / beta): 0.22 / -2.34 eV
Kohn-Sham gap (alpha / beta): 6.6 / 5.5 eV
<S²>: 2.014
HOMO level (alpha / beta): -6.38 / -7.81 eV

***

A structure of composition C9H4Cl2CrN2O3V in a non-equilibrium geometry, computed with ωB97M-V/def2-TZVPD.

Element x y z (Å)
Cr -0.27063 0.70479 -7.35978
V -0.24405 -0.27369 0.44534
Cl -0.38311 1.75285 -5.42213
Cl 1.27497 -0.66734 -1.01036
C -1.30944 -1.75898 0.46642
C -0.68011 1.31369 -9.12866
C 0.34709 -1.05708 -7.85949
O -1.99690 -2.68613 0.27057
O -0.85489 1.47029 -10.27875
O 0.73147 -2.11467 -8.19678
N 0.94993 -2.30244 6.34984
C 0.81223 -1.49108 5.51484
C 0.58079 -0.46848 4.51113
C 0.03909 0.76127 4.91991
C -0.21929 1.74611 3.95973
C -0.07063 1.43407 2.60919
N 0.28286 0.16232 2.21627
C 0.74366 -0.73250 3.14910
H -0.18200 0.94901 5.97804
H -0.58263 2.73651 4.26046
H -0.18141 2.16890 1.81155
H 1.21298 -1.64741 2.79356

Force components x, y, z for each atom (eV/Å):
Cr -0.361 2.948 5.784
V 3.823 4.513 -0.791
Cl 0.097 -0.940 -1.978
Cl -0.777 0.087 0.762
C -6.908 -9.564 -1.146
C -1.742 1.690 -10.743
C 3.466 -9.693 -3.319
O 3.834 5.052 1.236
O 1.031 -0.746 7.365
O -2.473 6.810 2.257
N -0.332 1.934 -2.050
C 0.556 -1.501 1.370
C -0.155 -0.585 0.178
C -0.135 0.250 -0.192
C -0.154 0.193 -0.609
C -0.092 -0.276 0.734
N 0.878 0.099 1.099
C -0.447 0.191 0.430
H 0.209 -0.091 -0.388
H 0.279 -0.386 -0.206
H -0.305 0.028 0.159
H -0.293 -0.014 0.047

Values from the calculation:
multiplicity: 6
LUMO level (alpha / beta): -19.02 / -17.23 eV
Kohn-Sham gap (alpha / beta): 1.7 / 3.5 eV
<S²>: 9.041
HOMO level (alpha / beta): -20.72 / -20.73 eV
total charge: +4

***

A structure of composition C10H14FeNO6S, computed with ωB97M-V/def2-TZVPD.

Element x y z (Å)
Fe -0.50380 0.41038 0.29177
C -2.01860 -0.57953 1.39153
C -2.49774 0.60294 0.75264
C -1.81436 1.71215 1.32958
C -0.88600 1.22273 2.26182
C -1.01450 -0.19766 2.29682
H -2.30025 -1.58618 1.13024
H -3.19024 0.66110 -0.07205
H -1.93316 2.73628 1.01542
H -0.17579 1.80542 2.82574
H -0.39258 -0.86384 2.87392
O 3.25842 -1.45987 0.62181
C 1.97260 -1.50796 0.39294
O 1.28839 -0.50358 0.50237
C 1.44580 -2.89174 0.02198
N 2.52841 -3.87000 0.23614
C 2.79698 -4.58868 -1.02819
C 2.34926 -3.59576 -2.08783
C 1.08755 -2.99446 -1.47402
H 0.58038 -3.07525 0.66223
H 2.33656 -4.49481 1.00562
H 3.53848 -2.41369 0.53177
H 2.20929 -5.50920 -1.09419
H 3.85236 -4.84932 -1.09494
H 2.16260 -4.06572 -3.05112
H 3.11057 -2.82586 -2.23434
H 0.25059 -3.68562 -1.58402
H 0.78376 -2.04340 -1.89570
O -0.26209 1.54482 -1.19759
S -0.96274 0.57515 -2.19194
O -0.18875 0.35872 -3.37501
O -0.87517 -0.65802 -1.25582
O -2.33252 0.98216 -2.36729

Force components x, y, z for each atom (eV/Å):
Fe -0.423 -0.752 0.102
C -0.015 0.119 -0.019
C 0.070 0.065 0.045
C -0.024 0.101 -0.111
C 0.157 0.004 -0.006
C 0.002 0.055 -0.027
H 0.003 0.002 0.013
H -0.022 -0.054 0.028
H 0.047 0.003 0.008
H -0.003 0.002 -0.005
H -0.013 0.003 0.000
O 0.022 0.009 -0.031
C -0.038 0.067 -0.036
O 0.141 0.216 -0.124
C -0.051 -0.005 0.015
N 0.000 0.027 -0.043
C -0.014 -0.018 0.013
C 0.003 0.022 -0.030
C 0.046 -0.026 0.002
H -0.027 0.005 -0.054
H 0.026 0.012 0.018
H 0.005 -0.015 0.082
H -0.011 0.001 -0.001
H 0.003 -0.009 0.004
H -0.001 0.001 0.002
H -0.002 0.001 0.005
H -0.007 0.021 0.006
H -0.016 0.048 -0.038
O -0.020 0.022 0.107
S 0.148 0.062 0.035
O 0.068 0.025 -0.007
O -0.109 0.065 0.103
O 0.052 -0.081 -0.055

Values from the calculation:
multiplicity: 2
LUMO level (alpha / beta): -0.42 / -0.07 eV
Kohn-Sham gap (alpha / beta): 8.9 / 9.1 eV
<S²>: 0.780
HOMO level (alpha / beta): -9.29 / -9.21 eV

***

An isolated molecule of C3H4ClFO in a non-equilibrium geometry, computed with ωB97M-V/def2-TZVPD.

Element x y z (Å)
O -1.48533 1.02137 1.46121
C -1.63518 0.40086 0.42555
C -0.81895 -0.91837 0.34260
C 0.43787 -0.72820 -0.49073
F 0.06462 -0.41158 -1.78197
Cl 1.55138 0.40122 0.15078
H -2.15239 0.86736 -0.51280
H -1.30329 -1.76251 -0.10259
H -0.50295 -1.23854 1.34388
H 0.98370 -1.67948 -0.60821

Force components x, y, z for each atom (eV/Å):
O -0.987 -0.171 -1.267
C 1.287 0.492 0.522
C 0.133 0.493 -0.020
C -0.426 -1.845 -0.719
F -0.020 0.524 -0.071
Cl 0.701 1.077 0.319
H 0.570 -0.975 1.445
H -0.754 -0.330 -0.441
H -0.257 0.438 -0.121
H -0.248 0.298 0.353

Values from the calculation:
multiplicity: 1
SMILES: O=CC[C@@H](F)Cl
LUMO level: 0.63 eV
Kohn-Sham gap: 10.8 eV
HOMO level: -10.18 eV